# 1
Here is a structure of composition C29H41F5OP2Pr in a non-equilibrium geometry from OMol25. Energies are from ωB97M-V with the def2-TZVPD basis set.

Structure (XYZ):
```
79
Properties=species:S:1:pos:R:3:forces:R:3:lowdin_spin:R:1
Pr 0.000000 0.000000 0.000000 -2.4 10.4 1.8 1.9517
C -0.939600 -1.754800 0.942600 0.2 -3.2 2.3 0.0174
C 0.383900 -2.091200 0.457200 0.3 -3.2 3.5 -0.0006
C 0.606800 -0.426500 2.079100 -0.7 -2.8 3.4 0.0090
C -0.813900 -0.721700 1.920500 1.0 -2.5 3.5 0.0071
C 1.332800 -1.282300 1.196100 0.5 -3.1 2.5 0.0050
C -2.211200 -2.438800 0.539700 -0.1 0.1 -0.2 0.0040
H -2.132700 -2.863500 -0.465100 -0.1 0.0 0.1 0.0002
H -3.057300 -1.746400 0.552700 0.0 -0.1 0.0 0.0003
H -2.440600 -3.262800 1.228800 0.0 0.2 -0.1 0.0016
C -1.913500 -0.070500 2.700100 -0.2 0.3 -0.2 0.0012
H -2.888600 -0.268100 2.246300 0.1 0.0 0.1 0.0002
H -1.771500 1.014200 2.729200 -0.1 -0.4 0.1 0.0001
H -1.938700 -0.444000 3.733000 0.1 0.0 -0.3 0.0005
C 1.169100 0.570500 3.043900 0.0 0.3 -0.1 0.0018
H 1.295100 0.126200 4.040700 0.0 0.0 -0.3 0.0006
H 0.503000 1.434400 3.133400 0.2 -0.3 0.0 0.0000
H 2.145400 0.933500 2.711000 0.0 0.0 0.1 0.0004
C 2.824900 -1.391400 1.101600 0.1 0.2 -0.2 -0.0001
H 3.211300 -2.072500 1.871900 -0.1 0.2 -0.1 0.0000
H 3.305200 -0.419300 1.243100 0.1 -0.1 0.0 0.0001
H 3.133400 -1.786500 0.129600 0.0 0.0 0.1 0.0001
C 0.721900 -3.225000 -0.463700 0.0 0.2 -0.4 0.0007
H 0.940600 -4.144700 0.097800 -0.1 0.3 -0.1 -0.0002
H 1.600800 -2.992000 -1.072100 0.0 -0.1 0.0 -0.0002
H -0.106500 -3.442000 -1.144400 0.1 0.0 0.1 0.0001
C -1.809200 1.527000 -6.875100 0.1 -0.3 0.1 0.0000
C -1.872600 0.190200 -6.890500 0.1 0.3 0.1 0.0000
C -1.038100 -0.813800 -7.642000 0.1 0.0 -0.1 0.0000
C 0.314100 -0.329000 -8.209900 -0.1 0.0 0.0 0.0000
C 1.251900 0.187700 -7.145400 -0.1 0.2 0.2 0.0000
C 1.311300 1.408700 -6.600800 -0.1 -0.4 -0.1 0.0000
C 0.484600 2.637300 -6.876700 -0.1 0.0 -0.2 0.0000
C -0.858300 2.438000 -7.613500 0.1 0.0 0.0 0.0000
H -1.638000 -1.233700 -8.464700 0.1 0.1 0.2 0.0000
H 0.146900 0.414700 -8.991000 0.1 -0.2 0.1 0.0000
H -0.846300 -1.657300 -6.964000 0.0 0.1 -0.1 0.0000
H -0.678200 2.087800 -8.631500 -0.1 0.1 0.2 0.0000
H -2.517100 2.038100 -6.222100 0.0 -0.1 -0.1 0.0000
H -2.642900 -0.264600 -6.266400 0.0 0.1 -0.1 0.0000
H -1.328600 3.423500 -7.711900 0.1 -0.2 0.0 0.0000
H 0.281100 3.122100 -5.911600 0.0 0.0 -0.1 0.0000
H 2.071000 1.559100 -5.832700 0.0 0.0 -0.1 0.0000
H 1.094800 3.359900 -7.441200 -0.1 -0.1 0.1 0.0000
H 0.788700 -1.184800 -8.704400 -0.1 0.2 0.1 0.0000
H 1.952100 -0.551600 -6.755500 0.0 0.1 -0.1 0.0000
P -1.208200 0.299300 -1.906200 -8.0 0.4 -8.9 0.0078
C -2.831500 1.159500 -1.940800 0.1 0.2 -0.2 0.0051
C -1.492000 -1.075000 -3.099700 0.1 0.1 -0.3 -0.0004
P 1.366400 0.833500 -1.618900 8.9 4.0 -7.2 -0.0023
C 0.015600 1.407500 -2.757400 -0.2 -0.2 1.8 -0.0008
C 2.413000 -0.265200 -2.663400 -0.1 0.0 -0.3 -0.0037
C 2.488100 2.263400 -1.347700 -0.1 0.1 -0.2 0.0020
H -2.807200 1.933500 -1.169500 -0.1 0.0 -0.1 0.0000
H -3.619000 0.440100 -1.694100 0.2 0.1 0.0 0.0001
H -3.039000 1.600800 -2.921600 0.0 0.0 0.2 0.0002
H -1.636700 -0.697400 -4.117900 0.1 -0.1 0.1 -0.0005
H -2.384100 -1.633300 -2.799700 0.1 0.1 0.1 0.0001
H -0.639300 -1.758400 -3.082100 0.0 0.0 -0.1 -0.0001
H 2.760900 2.753000 -2.288800 -0.1 0.0 0.2 0.0001
H 3.396000 1.911500 -0.846900 -0.2 0.0 -0.1 0.0000
H 1.970500 2.963600 -0.687200 0.1 0.1 -0.1 0.0002
H -0.228600 2.441000 -2.490100 0.0 -0.1 0.0 0.0003
H 0.155500 1.314600 -3.839800 0.0 -0.5 0.2 -0.0003
H 3.368900 -0.436700 -2.159000 -0.2 0.0 0.0 0.0000
H 2.606000 0.180700 -3.645300 0.0 -0.1 0.1 -0.0007
H 1.916900 -1.230400 -2.792500 0.1 0.0 -0.1 0.0000
F -1.517800 7.353800 2.356900 0.2 -1.0 -0.3 -0.0001
C -1.271400 6.056900 2.045500 -0.1 0.7 -0.1 -0.0004
C -0.978500 5.686900 0.731500 0.0 0.1 -0.3 0.0001
F -0.944400 6.635800 -0.235700 0.0 -0.7 0.7 0.0000
C -0.720300 4.344600 0.408300 -0.4 0.9 1.1 -0.0003
F -0.443300 4.026400 -0.870500 0.0 -0.2 0.0 0.0000
C -0.754800 3.353000 1.399600 0.3 -2.2 0.3 -0.0001
O -0.509000 2.035600 1.119400 -0.2 1.7 -0.7 -0.0069
C -1.054100 3.752900 2.732300 -0.1 0.9 -0.3 -0.0005
F -1.109800 2.880200 3.764600 0.1 0.1 -0.7 -0.0001
C -1.308000 5.089600 3.041000 -0.1 -0.2 0.6 0.0001
F -1.589800 5.444400 4.322200 0.3 -0.3 -1.2 0.0000
```
Positions in Å, forces in eV/Å.

Its frontier orbital gap (spin up / spin down) is 6.8 / 7.0 eV. The energy relative to the best compared isomer or geometry (same formula, charge and spin) is 385.5 kJ/mol. Its spin multiplicity is 3. As for the charge: +1.

=====

# 2
Here is a cluster of 6 separate species, C4H18O7 in total in a non-equilibrium geometry from OMol25. Energies are from ωB97M-V with the def2-TZVPD basis set.

Structure (XYZ):
```
29
Properties=species:S:1:pos:R:3:forces:R:3:mulliken_charge:R:1
O -0.079995 -0.171820 -2.711890 -0.3 -0.8 0.6 -0.5869
C 0.136700 0.540318 -1.748137 0.9 1.5 -2.0 0.1404
C 1.593127 0.896737 -1.452017 0.1 0.2 1.8 -0.7431
C 2.074755 0.478737 -0.011692 -2.4 -2.1 -0.5 -0.3008
C 1.967473 1.527905 1.081996 1.0 0.2 -0.9 -0.2972
O 2.244950 1.034645 2.377835 0.2 -0.4 -0.1 -0.5456
H -0.692383 1.170903 -1.402397 0.1 -0.3 1.0 0.4610
H 1.712737 1.982272 -1.475217 -0.1 0.1 -0.6 0.3563
H 2.176094 0.399724 -2.213437 0.2 0.1 -0.2 0.3413
H 1.325973 -0.319089 0.198917 0.5 0.2 0.6 0.0872
H 3.001981 -0.098444 -0.028390 0.4 0.6 0.0 0.5013
H 2.742390 2.266212 0.802922 -0.6 0.4 0.3 0.3708
H 0.965870 1.957258 1.113576 0.3 0.1 -0.1 0.0166
H 3.101481 0.592375 2.306826 -0.2 0.0 0.3 0.3292
O -3.476019 -1.220082 0.178343 0.4 1.1 0.3 -0.6190
H -3.952716 -2.033621 0.094701 -0.1 -0.7 -0.3 0.2899
H -2.759834 -1.227019 -0.469623 -0.4 -0.4 0.0 0.3414
O -1.138035 0.488249 1.269125 0.0 -0.8 -0.1 -0.4806
H -1.255474 -0.483295 1.262554 0.0 0.5 0.0 0.1476
H -0.963371 0.697772 2.183042 0.1 -0.1 0.6 0.2826
O -0.191897 -2.543787 1.044239 0.6 -0.7 1.2 -0.5417
H -0.097661 -3.217260 0.362018 -0.3 0.2 -0.3 0.2900
H 0.142313 -3.012014 1.845134 -0.4 0.7 -0.7 0.2642
O -1.388181 -2.661573 -1.525305 -0.6 0.0 1.3 -0.6310
H -1.244548 -3.282895 -2.231822 0.5 0.4 -0.6 0.2523
H -0.879338 -1.842674 -1.574437 0.3 -0.4 -1.0 0.3099
O -1.511301 2.806675 -0.074015 0.0 0.7 -0.4 -0.6113
H -1.105007 2.356360 0.673537 -0.5 -0.2 -0.1 0.2718
H -2.450093 2.917429 0.123613 0.3 -0.2 0.1 0.3033
```
Positions in Å, forces in eV/Å.

Its frontier orbital gap is 10.0 eV. The energy relative to the best compared isomer or geometry (same formula, charge and spin) is 202.6 kJ/mol. The structure (SMILES) is O=CCCCO.O.O.O.O.O.

=====

# 3
Here is a structure of composition C6H7NO9P2SeZn from OMol25. Energies are from ωB97M-V with the def2-TZVPD basis set.

Structure (XYZ):
```
27
Properties=species:S:1:pos:R:3:forces:R:3:mulliken_charge:R:1
Zn 0.996724 -0.361774 -0.471103 -0.3 -0.1 -0.2 1.1481
O 3.873670 -1.483893 1.383816 0.0 -0.1 0.1 -0.5437
P 3.877160 -0.245416 0.352344 0.0 0.0 -0.1 0.9237
O 5.262038 0.152045 0.062695 0.0 0.0 0.0 -0.7620
O 2.943437 -0.591838 -0.802796 -0.1 0.1 0.2 -0.6563
O 3.122885 0.930235 1.206656 0.1 0.1 0.1 -0.1963
P 1.834497 0.749549 2.190990 0.1 -0.3 -0.1 0.8873
O 1.068479 2.134915 1.906409 0.0 0.1 0.0 -0.4613
O 2.253839 0.600387 3.595560 -0.1 0.0 0.0 -0.8035
O 0.981277 -0.346421 1.562126 0.2 0.1 -0.1 -0.7626
H 2.976829 -1.693652 1.684308 0.0 0.0 -0.1 0.3465
H 1.679946 2.860691 1.741344 0.0 -0.1 0.0 0.3171
O 0.737227 3.570023 -1.557836 0.0 0.0 0.0 -0.6716
C 1.132497 2.437034 -1.304900 0.1 0.0 0.1 0.1745
O 0.403578 1.389466 -1.178730 -0.1 -0.1 0.0 -0.6524
H 2.221177 2.265663 -1.163511 0.0 0.0 0.0 0.2146
Se -0.414193 -2.185541 -1.328306 0.1 0.0 0.0 -0.3085
C -2.148803 -1.494992 -1.005943 -0.1 0.1 0.0 0.0112
C -3.248137 -2.357680 -0.965531 0.0 -0.1 0.0 -0.3918
C -4.517630 -1.852718 -0.752504 0.0 0.0 0.0 -0.2520
N -4.796745 -0.560858 -0.572298 0.1 0.0 0.0 -0.6541
C -3.740447 0.259372 -0.611383 -0.1 0.0 0.0 -0.4264
C -2.431703 -0.138084 -0.822388 0.1 0.0 0.0 -0.1613
H -3.104813 -3.423599 -1.094906 0.0 0.0 0.0 0.3154
H -5.365711 -2.532982 -0.721137 0.0 0.0 0.0 0.3091
H -3.952565 1.314516 -0.468838 0.0 0.0 0.0 0.3700
H -1.644518 0.605545 -0.864145 0.0 0.0 0.0 0.6863
```
Positions in Å, forces in eV/Å.

Its frontier orbital gap is 7.2 eV. As for the charge: -2.

=====

# 4
Here is a structure of composition C19H9Br2Cl3N3O6Ti from OMol25. Energies are from ωB97M-V with the def2-TZVPD basis set.

Structure (XYZ):
```
43
Properties=species:S:1:pos:R:3:forces:R:3:lowdin_spin:R:1
Ti -0.721283 -0.375319 -0.371370 0.8 -0.5 -0.3 0.9886
O -0.466100 0.083287 3.738399 -0.1 -0.1 0.0 0.0022
C -0.828724 0.087160 2.577519 0.1 0.0 0.1 0.0022
O -0.632825 -0.819964 1.678705 0.0 0.1 -0.2 0.0038
C -1.628252 1.252926 2.032929 -0.1 0.0 -0.2 0.0090
C -2.154965 2.307171 2.752891 0.0 0.0 0.1 -0.0023
C -2.933495 3.238755 2.076274 0.0 0.0 0.0 0.0102
C -3.165451 3.092216 0.715524 -0.1 0.0 0.0 -0.0024
C -2.585187 2.018512 0.064877 0.2 -0.1 0.2 0.0089
N -1.833127 1.144239 0.724360 -0.1 0.1 0.1 -0.0015
C -2.662581 1.702678 -1.413677 0.0 0.0 -0.2 0.0041
O -3.371990 2.378852 -2.139901 0.0 0.0 0.0 0.0147
O -1.908851 0.712407 -1.731061 0.0 0.1 0.1 0.0029
H -1.953718 2.376243 3.812568 0.0 0.0 0.0 -0.0004
H -3.364153 4.075644 2.611598 0.0 0.0 0.0 0.0007
H -3.775327 3.782092 0.149514 0.0 0.0 0.0 -0.0003
Br 4.771785 3.543521 0.101081 0.0 0.0 0.0 0.0167
C 3.260048 2.423666 -0.122825 0.0 -0.1 0.0 0.1016
C 2.010531 3.012815 -0.441492 -0.1 0.0 0.0 0.0841
C 0.939397 2.175613 -0.551304 0.1 0.0 0.0 0.0351
N 1.000190 0.835599 -0.390390 -0.3 -0.1 0.0 0.1564
C 2.236048 0.258341 -0.137911 0.0 0.1 0.1 0.1685
C 3.376365 1.078672 0.027659 0.0 0.0 -0.1 0.0148
C 2.260776 -1.159006 -0.017527 0.0 -0.1 0.0 0.0758
C 3.439670 -1.920932 0.170070 0.0 0.0 0.0 0.0499
C 3.328597 -3.275872 0.275406 0.0 0.0 0.0 0.0256
Br 4.889653 -4.326933 0.522695 0.0 0.0 0.0 0.0005
C 2.087289 -3.915714 0.196762 0.0 0.0 0.0 0.0910
C 0.990964 -3.103001 0.004937 0.0 0.0 0.0 0.0008
N 1.056616 -1.780617 -0.100270 -0.2 0.2 0.0 0.1060
H 1.904540 4.076320 -0.588071 0.0 0.0 0.0 0.0064
H -0.037332 2.576394 -0.792203 0.0 0.0 0.0 0.0006
H 4.331494 0.641881 0.277622 0.0 0.0 0.0 -0.0020
H 4.409209 -1.449979 0.218174 0.0 0.0 0.0 0.0020
H 1.988153 -4.986808 0.273458 0.0 0.0 0.0 0.0070
H 0.000797 -3.539280 -0.067040 0.0 0.0 0.0 -0.0012
Cl -2.903895 -4.461138 -2.143592 0.0 0.0 0.0 0.0001
C -2.549331 -2.737464 -2.094773 0.1 0.1 0.0 0.0010
Cl -2.619121 -2.226056 -0.364676 -0.1 -0.1 0.1 0.0093
Cl -3.758576 -1.833558 -3.001897 0.0 0.0 0.0 0.0003
C -1.113534 -2.416518 -2.710592 -0.2 0.0 -0.1 0.0013
O -0.781546 -3.117783 -3.639423 0.0 0.0 0.0 0.0011
O -0.532759 -1.429063 -2.183027 -0.1 0.1 0.4 0.0067
```
Positions in Å, forces in eV/Å.

Its frontier orbital gap (spin up / spin down) is 5.5 / 8.5 eV. The energy relative to the best compared isomer or geometry (same formula, charge and spin) is 30.2 kJ/mol. Its spin multiplicity is 3. As for the charge: -1.

=====

# 5
Here is a cluster of 2 separate species, C3H10NO in total in a non-equilibrium geometry from OMol25. Energies are from ωB97M-V with the def2-TZVPD basis set.

Structure (XYZ):
```
15
Properties=species:S:1:pos:R:3:forces:R:3:mulliken_charge:R:1
C -0.075265 -0.980571 0.193721 0.8 1.7 -2.9 -0.4147
O 0.029804 0.424927 -0.391513 0.9 -2.1 1.2 -0.3795
C 1.011114 -1.148457 1.138068 -1.9 0.5 2.1 0.1945
C 1.175792 -0.149768 2.223153 -0.6 -0.7 -0.6 -0.8109
N -1.792193 1.451664 -2.809717 0.9 -0.4 -0.7 -0.4976
H -0.116939 -1.738340 -0.611554 0.1 0.4 0.3 0.3187
H -1.052955 -0.867515 0.605790 -0.8 -0.6 1.1 0.3218
H 0.988295 0.541527 -0.478861 -0.2 0.6 -0.6 0.3085
H 1.523761 -2.103523 1.151728 0.6 0.1 -0.2 0.3788
H 1.375863 -0.637958 3.178602 1.0 -0.2 -0.2 0.3779
H 2.001082 0.533973 1.898676 -0.4 -0.1 0.6 0.3518
H 0.206055 0.340081 2.429340 0.6 0.5 -0.8 0.3180
H -1.276161 1.296742 -3.655984 -0.3 0.0 -0.1 0.1796
H -2.788337 1.451893 -2.860143 0.0 0.1 0.4 0.1776
H -1.209915 1.585326 -2.011305 -0.6 0.2 0.4 0.1756
```
Positions in Å, forces in eV/Å.

Its frontier orbital gap is 3.6 eV. The energy relative to the best compared isomer or geometry (same formula, charge and spin) is 415.0 kJ/mol. As for the charge: +1.

=====

# 6
Here is the molecule C15H18F2N2O5 in a non-equilibrium geometry from OMol25. Energies are from ωB97M-V with the def2-TZVPD basis set.

Structure (XYZ):
```
42
Properties=species:S:1:pos:R:3:forces:R:3:mulliken_charge:R:1
C 4.041645 -2.444669 -0.480841 0.0 0.2 0.1 -1.6618
C 4.006223 -1.309116 0.544675 0.3 -0.2 -0.1 1.3786
C 5.398947 -0.695975 0.708290 -0.2 -0.1 -0.1 -1.6583
C 3.484914 -1.817685 1.886969 0.0 0.1 -0.2 -1.8062
N 3.071767 -0.276105 0.094747 -0.2 -0.2 0.5 -0.1587
C 3.182529 0.399355 -1.046492 -0.5 0.5 0.0 0.3790
O 4.054688 0.324321 -1.880261 0.4 -0.1 -0.3 -0.6578
N 2.122409 1.334247 -1.286130 0.3 0.0 -0.3 -0.1686
C 1.047022 1.623033 -0.516753 -0.2 0.3 -0.1 0.7357
O 0.821680 1.142198 0.571830 -0.1 0.0 0.2 -0.7633
C 0.114997 2.677624 -1.130863 0.1 -0.2 0.0 -0.5604
O -1.174354 2.568036 -0.563590 0.0 0.2 0.1 -0.2583
C -1.772864 1.380457 -0.780144 0.1 -0.2 -0.3 0.7699
O -1.284496 0.528457 -1.479401 -0.1 0.1 0.0 -0.6384
C -3.079482 1.266251 -0.092735 -0.4 0.0 0.2 -0.2818
C -3.539339 2.249378 0.774914 0.1 0.0 -0.1 -0.7668
C -4.764688 2.087873 1.398184 0.0 0.0 0.0 -0.6031
C -5.526870 0.960025 1.159523 0.0 -0.3 -0.2 -0.4873
C -5.059802 -0.021503 0.290876 0.0 0.1 0.1 0.7876
O -5.914996 -1.114229 0.127717 0.1 0.8 0.4 -0.3712
C -5.592857 -2.118363 -0.694855 -0.4 -1.3 -0.6 0.4040
F -4.442042 -2.745008 -0.350037 0.2 0.0 0.3 -0.2378
F -5.413002 -1.719386 -1.978099 0.0 0.3 -0.1 -0.2388
C -3.837726 0.121425 -0.337738 0.2 0.0 -0.1 -0.2543
H 3.047841 -2.867273 -0.609903 -0.1 -0.1 0.0 0.3804
H 4.716534 -3.228646 -0.148886 0.1 -0.1 0.0 0.4257
H 4.387059 -2.064983 -1.438134 0.0 0.0 -0.1 0.3929
H 5.741969 -0.303801 -0.244731 0.1 0.0 0.0 0.3917
H 5.372037 0.115406 1.432241 0.0 0.1 0.1 0.3818
H 6.101479 -1.449881 1.052134 0.1 -0.1 0.1 0.4246
H 3.440138 -1.006799 2.610594 0.0 0.1 0.1 0.4096
H 4.144169 -2.589616 2.274332 0.1 -0.1 0.0 0.4368
H 2.488867 -2.239581 1.773416 -0.1 -0.1 0.0 0.4228
H 2.255169 -0.088656 0.666985 0.0 0.1 -0.1 0.4863
H 2.218251 1.783285 -2.187576 0.0 -0.1 0.1 0.2714
H 0.062512 2.551806 -2.218029 0.1 0.1 0.2 0.3454
H 0.471285 3.678885 -0.878718 0.0 -0.1 0.0 0.3243
H -2.936470 3.123665 0.957971 0.0 0.1 0.0 0.4970
H -5.130442 2.844262 2.075373 0.0 0.1 0.1 0.3959
H -6.483910 0.816424 1.634578 -0.1 0.0 0.1 0.4575
H -6.407130 -2.860336 -0.676404 0.3 0.3 0.1 0.1464
H -3.433663 -0.614784 -1.015025 0.0 0.0 0.0 0.5278
```
Positions in Å, forces in eV/Å.

Its frontier orbital gap is 9.8 eV. The energy relative to the best compared isomer or geometry (same formula, charge and spin) is 5.5 kJ/mol. The structure (SMILES) is CC(C)(C)NC(=O)NC(=O)COC(=O)c1cccc(OC(F)F)c1.